The following is a quantum chemistry calculation of C45H47N4P2SiY as an isolated structure, from the OMol25 dataset.

Last column: Mulliken charge in e.
Geometry (Å):
1 Y 0.55688 -1.05577 -2.15522  0.82
2 N -1.70213 1.47381 -4.09360  0.23
3 C -2.42356 0.40590 -3.59197  0.57
4 C -3.82241 0.48275 -3.68990  -0.84
5 C -4.57971 -0.57787 -3.25770  -0.65
6 C -3.94369 -1.70742 -2.74627  -0.94
7 C -2.57356 -1.68644 -2.67301  -0.04
8 N -1.81440 -0.64749 -3.06444  0.23
9 C -0.35221 1.79298 -4.14263  0.23
10 C -0.01993 2.93384 -4.88881  -1.05
11 C 1.29135 3.33297 -4.95609  -0.38
12 C 2.25756 2.60147 -4.27179  -0.89
13 C 1.85059 1.49778 -3.56282  0.01
14 N 0.56633 1.07667 -3.50181  0.43
15 H -2.28251 2.17247 -4.52508  0.17
16 H -4.28777 1.36884 -4.10283  0.41
17 H -5.65898 -0.53314 -3.32147  0.43
18 H -4.49822 -2.56825 -2.40358  0.48
19 H -2.02760 -2.54001 -2.28178  0.33
20 H -0.79801 3.48346 -5.40311  0.43
21 H 1.56169 4.20889 -5.53136  0.41
22 H 3.30016 2.88319 -4.28239  0.48
23 H 2.54342 0.90125 -2.97465  0.16
24 C -0.32412 -4.34999 -0.72149  -0.69
25 Si 0.86375 -4.58807 -2.18917  0.26
26 C 2.60324 -4.63056 -1.49507  -0.89
27 C 0.47962 -6.28492 -2.91726  -1.09
28 C 0.67220 -3.17092 -3.34161  -1.16
29 H -0.18967 -5.12619 0.03634  0.53
30 H -1.37473 -4.37572 -1.03027  0.32
31 H -0.13310 -3.38822 -0.22367  -0.13
32 H 2.72084 -5.41860 -0.74643  0.28
33 H 2.87080 -3.67737 -1.03346  0.12
34 H 3.32576 -4.82045 -2.29340  0.36
35 H 0.60891 -7.08652 -2.18494  0.29
36 H 1.14518 -6.48824 -3.75989  0.29
37 H -0.54669 -6.33201 -3.29190  0.29
38 H -0.21023 -3.29621 -3.98727  0.39
39 H 1.54880 -3.12680 -4.00332  0.53
40 N 2.22227 -0.67646 -1.06342  -0.26
41 C 3.15733 -0.82870 -0.10096  -0.31
42 C 2.99906 -1.76110 0.96293  -0.01
43 C 3.94796 -1.92400 1.95610  -0.76
44 C 5.11173 -1.16062 1.96996  -0.53
45 C 5.29613 -0.23118 0.95010  -0.67
46 C 4.35454 -0.06569 -0.04994  -0.59
47 H 2.10575 -2.37946 0.95441  0.63
48 H 3.78224 -2.66541 2.73169  0.41
49 H 5.85522 -1.29410 2.74518  0.44
50 H 6.19591 0.37495 0.93545  0.38
51 H 4.52161 0.66225 -0.83777  0.40
52 C 0.10206 -0.24324 1.86492  -0.65
53 P -0.80143 -0.12628 0.27711  1.34
54 C -2.55185 -0.37007 0.73698  1.11
55 C -3.00730 -1.68579 0.64826  -1.42
56 C -4.29324 -2.02163 1.04492  -0.50
57 C -5.14882 -1.03844 1.51896  -0.80
58 C -4.70545 0.27376 1.61453  -0.86
59 C -3.41236 0.60484 1.23825  -0.40
60 C -0.59667 1.60785 -0.26417  2.14
61 C 0.70556 2.11529 -0.32320  -1.14
62 C 0.94343 3.37493 -0.84788  -0.59
63 C -0.10716 4.14687 -1.32534  -0.93
64 C -1.39900 3.64433 -1.28747  -1.08
65 C -1.64133 2.37786 -0.77304  -0.89
66 P -0.69727 0.34227 3.42398  -0.16
67 C -0.78713 2.16070 3.17133  0.47
68 C 0.32642 2.93962 2.86290  -0.27
69 C 0.20109 4.30699 2.68428  -0.60
70 C -1.04047 4.91688 2.82152  -0.59
71 C -2.15280 4.15595 3.14572  -0.46
72 C -2.02316 2.78310 3.31886  -0.48
73 C 0.75273 0.28379 4.55157  0.29
74 C 0.54594 0.75638 5.85025  -0.64
75 C 1.57406 0.75812 6.77621  -0.62
76 C 2.82810 0.27076 6.42413  -0.53
77 C 3.04052 -0.21218 5.14413  -0.60
78 C 2.00966 -0.20680 4.21043  0.35
79 H 1.08674 0.19428 1.68415  -0.04
80 H 0.28698 -1.31202 2.01319  0.80
81 H -2.34465 -2.45864 0.27223  0.44
82 H -4.62513 -3.05036 0.98178  0.49
83 H -6.15499 -1.29454 1.82553  0.39
84 H -5.36315 1.04212 2.00160  0.47
85 H -3.06763 1.62375 1.35862  0.84
86 H 1.54194 1.50294 -0.00788  -0.37
87 H 1.95831 3.75099 -0.88774  0.45
88 H 0.08189 5.13425 -1.72804  0.47
89 H -2.22532 4.23881 -1.66002  0.43
90 H -2.65335 1.99253 -0.77364  0.50
91 H 1.30184 2.47326 2.77462  0.42
92 H 1.07288 4.90085 2.43948  0.41
93 H -1.13627 5.98650 2.68245  0.41
94 H -3.11937 4.62888 3.26743  0.43
95 H -2.88973 2.18170 3.57191  0.45
96 H -0.43103 1.13502 6.13275  0.37
97 H 1.39827 1.13541 7.77581  0.38
98 H 3.63277 0.26797 7.14835  0.38
99 H 4.01183 -0.59156 4.85204  0.39
100 H 2.21942 -0.58756 3.21864  0.13

Forces on atoms 1 to 3 (eV/Å):
0.279 0.241 -0.089
0.001 0.005 -0.012
-0.001 -0.004 0.042

The total energy comes out at -80888.858 eV. Its highest occupied orbital energy is -5.723 eV. Its HOMO-LUMO gap is 5.659 eV. The LUMO energy is -0.064 eV.